This record from the Open Molecules 2025 dataset describes a 2-piece molecular cluster, C9H14S overall at a distorted geometry. The level of theory is wB97M-V/def2-TZVPD.

structure (SMILES)	Cc1ccccc1.CCS
largest force on an atom	2.953	eV Å⁻¹
energy	-20393.563	eV
relative energy (zero: lowest compared OMol25 entry of this formula, charge and spin)	39.7	kcal/mol
charge	0
Kohn-Sham gap	9.8	eV
E_HOMO	-8.93	eV

Structure (XYZ):
```
24
C9H14S | the Open Molecules 2025 dataset | wB97M-V/def2-TZVPD
C -1.87 2.53 1.40
C -1.84 1.45 0.39
C -2.15 0.10 0.76
C -2.46 -0.83 -0.29
C -2.37 -0.45 -1.63
C -2.17 0.86 -1.91
C -1.92 1.85 -0.94
H -0.84 3.02 1.22
H -2.19 2.20 2.43
H -2.65 3.21 1.23
H -2.06 -0.33 1.82
H -2.62 -1.92 -0.12
H -2.47 -1.12 -2.53
H -2.11 1.07 -2.96
H -1.64 2.84 -1.29
C 4.43 -1.01 0.30
C 3.36 -2.08 0.31
S 1.68 -1.74 0.99
H 5.06 -0.84 1.25
H 3.83 -0.08 0.09
H 5.25 -1.10 -0.44
H 2.99 -2.17 -0.76
H 3.82 -3.00 0.68
H 0.95 -2.47 0.01
```

Atomic partial charges in e from the natural (NBO) method, atoms 1 to 4: C -0.640; C -0.012; C -0.223; C -0.203